## 1
Computed, not measured: a 2-piece molecular cluster, C5H10F2IO3P overall, with wB97M-V/def2-TZVPD.

Geometry (Å):
C -0.6868 2.8304 1.4541
C 0.0876 -3.2175 -0.1209
C 0.3106 2.6242 0.3484
C 1.1522 -2.2421 -0.6367
C -2.6154 -0.4544 1.2034
O -0.0783 0.0277 -1.6531
O 0.8887 1.3235 0.3425
O 1.2056 -1.0608 0.1749
F -2.9195 0.4412 2.2016
F -2.8395 -1.6549 1.6793
P 0.1087 0.0754 -0.2072
I -3.7790 -0.0267 -0.5274
H -1.6186 2.2507 1.1008
H -0.2661 2.3095 2.3782
H -1.0226 3.7971 1.7265
H 0.3638 -4.1467 -0.4529
H 0.1100 -3.2191 1.0498
H -1.0106 -3.0624 -0.3449
H 1.2192 3.1494 0.6961
H -0.1267 2.8072 -0.6397
H 1.1282 -1.9494 -1.7336
H 2.1739 -2.5810 -0.4462

LUMO level (alpha / beta) in eV: -1.32 / -1.39
Gap between HOMO and LUMO (alpha / beta) in eV: 7.987 / 7.406
Net charge: 0

And the natural (NBO) charges, in e, turn out to be: atom 1 (C): -0.64, atom 2 (C): -0.64, atom 3 (C): -0.08, atom 4 (C): -0.09, atom 5 (C): 0.50, atom 6 (O): -1.05, atom 7 (O): -0.79, atom 8 (O): -0.79, atom 9 (F): -0.36, atom 10 (F): -0.33, atom 11 (P): 2.04, atom 12 (I): 0.13, atom 13 (H): 0.20, atom 14 (H): 0.22, atom 15 (H): 0.23, atom 16 (H): 0.21, atom 17 (H): 0.22, atom 18 (H): 0.22, atom 19 (H): 0.20, atom 20 (H): 0.20, atom 21 (H): 0.21, atom 22 (H): 0.20



## 2
Computed, not measured: a 2-piece molecular cluster, C5H10F2IO3P overall, with wB97M-V/def2-TZVPD.

Geometry (Å):
C -0.3986 3.6415 -1.1268
C 0.9608 -3.2745 -0.2465
C -1.0594 2.5180 -0.4218
C -0.0440 -2.4156 0.5809
C 2.3434 0.2654 -1.1136
O -0.2512 0.6797 1.5779
O -0.6671 1.1826 -0.9105
O -0.5038 -1.2105 -0.2449
F 2.5264 1.5795 -1.4212
F 2.3150 -0.5031 -2.1787
P 0.0145 0.2538 0.1691
I 3.7213 -0.4253 0.3806
H -0.3402 3.4638 -2.1992
H -0.9321 4.5377 -1.0388
H 0.6851 3.8236 -0.8039
H 0.6061 -4.2866 -0.3643
H 1.0014 -2.8799 -1.2356
H 1.9946 -3.2684 0.1559
H -2.2524 2.6232 -0.4879
H -0.7992 2.4778 0.5331
H 0.2665 -1.9763 1.5727
H -0.9790 -3.0094 0.6992

LUMO level (alpha / beta) in eV: -0.70 / -0.70
Gap between HOMO and LUMO (alpha / beta) in eV: 7.994 / 7.995
Net charge: 0

And the natural (NBO) charges, in e, turn out to be: atom 1 (C): -0.64, atom 2 (C): -0.66, atom 3 (C): -0.05, atom 4 (C): -0.07, atom 5 (C): 0.40, atom 6 (O): -1.06, atom 7 (O): -0.82, atom 8 (O): -0.83, atom 9 (F): -0.36, atom 10 (F): -0.33, atom 11 (P): 2.18, atom 12 (I): 0.08, atom 13 (H): 0.22, atom 14 (H): 0.22, atom 15 (H): 0.21, atom 16 (H): 0.22, atom 17 (H): 0.24, atom 18 (H): 0.23, atom 19 (H): 0.18, atom 20 (H): 0.20, atom 21 (H): 0.21, atom 22 (H): 0.20



Top of the stability list: 2, leading by 93.4 kJ/mol.